# 1
The following is a quantum chemistry calculation of a cluster of 2 separate species, C5H10O2 in total in a non-equilibrium geometry, from the Open Molecules 2025 dataset.

Geometry as XYZ:
```
17
C5H10O2 ωB97M-V with the def2-TZVPD basis set
O -2.99 -2.97 0.58
O -1.32 0.33 -0.09
C 2.70 -0.87 -0.54
C 1.31 -0.27 -0.49
C -0.42 1.31 0.20
C 0.98 0.86 0.11
C -0.73 2.60 0.30
H 1.72 1.47 0.62
H -3.20 -2.16 0.11
H -1.73 3.00 0.29
H -2.18 0.67 0.17
H 3.06 -0.93 0.50
H 0.51 -0.82 -0.97
H 3.38 -0.18 -1.04
H 0.08 3.28 0.51
H -3.82 -3.45 0.67
H 2.66 -1.87 -0.94
```

# 2
The following is a quantum chemistry calculation of a cluster of 2 separate species, C5H10O2 in total, from the Open Molecules 2025 dataset.

Geometry as XYZ:
```
17
C5H10O2 ωB97M-V with the def2-TZVPD basis set
O 1.09 -0.91 -0.02
O -2.96 1.03 -0.05
C 0.83 -2.18 -0.58
C 0.66 0.15 -0.76
C 0.52 1.36 -0.22
C -2.28 0.03 -0.01
C 0.79 1.66 1.23
H 1.76 1.26 1.53
H -0.23 -2.44 -0.50
H 0.18 2.16 -0.87
H 0.04 1.19 1.88
H 1.12 -2.22 -1.64
H 1.42 -2.90 -0.01
H 0.47 -0.05 -1.82
H -2.22 -0.68 -0.86
H -1.70 -0.27 0.89
H 0.77 2.73 1.42
```

# 3
The following is a quantum chemistry calculation of the molecule C5H10O2, from the Open Molecules 2025 dataset.

Geometry as XYZ:
```
17
C5H10O2 ωB97M-V with the def2-TZVPD basis set
O -1.05 -0.79 -0.19
O 1.81 -0.32 0.24
C -1.04 -0.72 1.24
C -0.07 0.41 1.62
C 0.74 0.60 0.33
C 0.19 -0.02 -2.12
C -0.34 0.33 -0.73
H 1.17 1.60 0.23
H -1.00 1.21 -0.77
H -2.06 -0.53 1.61
H -0.62 1.33 1.86
H 0.30 -1.11 -2.19
H 1.17 0.44 -2.31
H -0.72 -1.69 1.62
H -0.50 0.29 -2.91
H 1.44 -1.18 0.01
H 0.57 0.16 2.46
```

# 4
The following is a quantum chemistry calculation of the molecule C5H10O2, from the Open Molecules 2025 dataset.

Geometry as XYZ:
```
17
C5H10O2 ωB97M-V with the def2-TZVPD basis set
O -0.15 0.03 -0.86
O -0.82 -0.38 1.26
C 1.01 -0.38 -0.15
C 0.57 -0.12 1.29
C -2.47 0.36 -0.34
C -1.22 -0.46 -0.10
C 2.23 0.38 -0.62
H 2.18 1.43 -0.30
H 1.16 -1.46 -0.30
H -2.25 1.41 -0.16
H 2.29 0.36 -1.71
H -2.82 0.23 -1.37
H -3.25 0.03 0.35
H 1.05 -0.77 2.02
H 0.75 0.93 1.56
H -1.39 -1.52 -0.34
H 3.14 -0.07 -0.22
```

# 5
The following is a quantum chemistry calculation of the molecule C5H10O2, from the Open Molecules 2025 dataset.

Geometry as XYZ:
```
17
C5H10O2 ωB97M-V with the def2-TZVPD basis set
O 0.43 2.38 -1.89
O -0.05 0.26 -2.40
C 0.05 1.30 -1.53
C -0.84 -0.69 1.69
C -0.23 -0.49 0.30
C 1.25 -0.89 0.28
C -0.43 0.96 -0.14
H -1.49 1.21 -0.17
H 0.00 0.65 -3.29
H -1.28 -1.69 1.80
H 1.72 -0.58 -0.65
H 1.78 -0.39 1.09
H -1.54 0.09 1.97
H -0.08 -0.64 2.48
H -0.73 -1.16 -0.41
H 0.08 1.66 0.52
H 1.35 -1.97 0.35
```

# 6
The following is a quantum chemistry calculation of the molecule C5H10O2 in a non-equilibrium geometry, from the Open Molecules 2025 dataset.

Geometry as XYZ:
```
17
C5H10O2 ωB97M-V with the def2-TZVPD basis set
O 2.61 -0.76 1.07
O 0.73 -0.96 -0.03
C 1.99 -0.19 -0.03
C -2.22 -0.69 -0.37
C -0.01 0.21 0.41
C 1.22 1.11 0.23
C -1.17 0.41 -0.53
H 1.55 1.68 1.10
H 2.57 -0.28 -0.95
H -0.34 0.11 1.45
H 1.14 1.76 -0.65
H -0.76 0.40 -1.55
H 1.78 -1.31 1.21
H -1.77 -1.68 -0.51
H -3.02 -0.57 -1.12
H -1.60 1.40 -0.35
H -2.68 -0.66 0.62
```

For reference, highest occupied orbital energy by record: -8.408; -8.758; -9.675; -9.771; -10.417; -10.213 eV.
For reference, electronic energy by record: -9440.739; -9440.071; -9441.726; -9441.809; -9442.696; -9440.814 eV.
For reference, energy above the lowest of the compared OMol25 structures with the same formula, charge and spin by record: 222.3; 286.7; 127.0; 119.1; 33.5; 215.1 kJ/mol.